[1]
Entry from the Open Molecules 2025 dataset: C25H60GaN2O5 as an isolated structure in a non-equilibrium geometry (wB97M-V/def2-TZVPD).

The electronic energy comes out at -3398.65252 Ha. The total charge is -1. The calculation puts the highest occupied orbital energy at -4.4 eV. The spin multiplicity is 1. As for the energy above the lowest of the compared OMol25 structures with the same formula, charge and spin: 595.8 kJ/mol.

Each line ends with the Mulliken charge.
Cartesian coordinates (Å):
C1 0.795 0.718 1.455  0.1255
O1 -0.231 1.681 0.954  -0.4132
C2 -0.735 1.203 -0.354  -0.5549
C3 -2.003 0.135 -0.170  -0.1837
C4 -1.985 -0.916 -1.428  -0.3040
C5 -1.019 -2.226 -1.228  -0.4457
C6 -1.622 -3.302 -0.132  -0.5992
C7 -0.444 -3.510 1.022  -0.2620
C8 -1.020 -4.252 2.366  -0.5146
C9 -1.254 -3.232 3.654  -0.3556
C10 -1.047 -3.993 5.114  -0.5852
C11 0.458 -3.736 5.768  -0.4853
C12 1.471 -5.014 5.409  -0.2442
C13 3.063 -4.590 5.612  -0.7160
Ga1 4.001 -5.549 7.187  0.0153
H1 0.432 -0.348 1.102  -0.1434
H2 0.857 0.685 2.631  0.3082
H3 1.850 0.892 0.954  -0.0830
H4 -1.090 2.154 -0.962  0.2960
H5 0.120 0.669 -0.991  0.2161
H6 -2.973 0.800 -0.108  0.2837
H7 -1.901 -0.414 0.859  0.0982
H8 -1.612 -0.313 -2.371  0.2667
H9 -3.106 -1.211 -1.655  0.0930
H10 0.045 -1.907 -0.852  0.2228
H11 -0.866 -2.751 -2.288  0.3150
H12 -2.580 -2.801 0.338  0.2668
H13 -1.867 -4.322 -0.684  0.2678
H14 0.361 -4.225 0.508  0.2533
H15 0.101 -2.496 1.281  -0.0906
H16 -2.066 -4.748 2.084  0.2492
H17 -0.226 -5.076 2.701  0.2410
H18 -2.407 -2.944 3.614  0.2288
H19 -0.658 -2.221 3.564  0.1357
H20 -1.925 -3.731 5.879  0.3518
H21 -1.115 -5.163 4.932  0.2890
H22 0.844 -2.729 5.276  0.2006
H23 0.375 -3.550 6.941  0.2354
H24 1.178 -6.001 5.978  0.3276
H25 1.347 -5.234 4.249  -0.1298
H26 3.677 -4.842 4.624  0.2635
H27 3.131 -3.432 5.782  0.2325
H28 3.178 -6.791 7.800  -0.2187
H29 5.476 -5.994 6.669  -0.2538
H30 4.267 -4.550 8.447  -0.2221
C14 6.384 1.581 -1.171  -0.7063
O2 5.267 2.460 -1.250  -0.3786
C15 4.243 2.150 -0.297  -0.8173
C16 4.141 3.261 0.761  -0.0245
N1 5.310 3.256 1.648  -0.3589
C17 5.393 4.439 2.514  -0.6910
C18 5.598 5.803 1.825  -0.4989
O3 6.868 5.944 1.187  -0.4244
C19 6.920 5.440 -0.139  -0.5281
H31 7.047 1.799 -2.013  0.2493
H32 6.941 1.746 -0.246  0.3048
H33 6.068 0.536 -1.239  0.3254
H34 4.392 1.166 0.167  0.4486
H35 3.302 2.111 -0.851  0.2822
H36 3.235 3.108 1.356  0.4228
H37 4.053 4.214 0.233  0.1339
H38 6.155 3.214 1.084  0.0705
H39 6.240 4.271 3.187  0.3681
H40 4.495 4.483 3.144  0.3947
H41 5.577 6.566 2.612  0.3520
H42 4.782 6.059 1.140  0.3545
H43 5.963 5.527 -0.661  0.2732
H44 7.257 4.401 -0.131  0.1723
H45 7.667 6.016 -0.694  0.2930
C20 -7.115 3.626 -4.786  -0.7194
O4 -7.470 2.365 -5.342  -0.3341
C21 -6.933 2.161 -6.654  -0.7929
C22 -5.868 1.052 -6.631  -0.1953
N2 -4.655 1.497 -5.936  -0.3415
C23 -3.705 0.412 -5.663  -0.7482
C24 -4.163 -0.698 -4.695  -0.5500
O5 -4.340 -0.255 -3.348  -0.2761
C25 -5.618 0.299 -3.074  -0.7044
H46 -7.673 3.756 -3.855  0.2374
H47 -6.048 3.659 -4.552  0.3050
H48 -7.376 4.443 -5.464  0.3388
H49 -6.537 3.088 -7.090  0.3977
H50 -7.763 1.832 -7.284  0.3914
H51 -5.615 0.776 -7.659  0.3755
H52 -6.307 0.182 -6.136  0.1800
H53 -4.916 1.923 -5.050  0.0805
H54 -2.812 0.881 -5.237  0.3942
H55 -3.398 -0.042 -6.614  0.4050
H56 -3.359 -1.443 -4.658  0.3384
H57 -5.049 -1.234 -5.053  0.3762
H58 -6.411 -0.153 -3.676  0.3417
H59 -5.596 1.381 -3.222  0.1968
H60 -5.846 0.123 -2.018  0.3077

=====

[2]
Entry from the Open Molecules 2025 dataset: C25H60GeN2O6Si4W as an isolated structure (wB97M-V/def2-TZVPD).

The electronic energy comes out at -4851.54134 Ha. The total charge is +1. The calculation puts the highest occupied orbital energy (spin up / spin down) at -11.1 / -11.3 eV. The spin multiplicity is 2. As for the energy above the lowest of the compared OMol25 structures with the same formula, charge and spin: 0.0 kJ/mol.

Each line ends with the Löwdin spin population.
Cartesian coordinates (Å):
W1 -0.176 0.777 -0.173  0.8895
N1 1.660 0.636 -1.419  0.0044
C1 1.457 0.640 -2.875  0.0016
C2 0.088 1.201 -3.157  0.0019
O1 -0.286 1.530 -4.253  -0.0035
N2 -0.703 1.233 -2.020  -0.0084
C3 -2.096 1.613 -2.210  0.0048
C4 -2.891 0.913 -1.131  0.0078
O2 -4.083 0.933 -1.029  0.0048
O3 -2.081 0.280 -0.269  0.0520
H1 2.168 1.469 -1.124  0.0009
H2 2.219 -0.166 -1.142  0.0035
H3 1.481 -0.384 -3.245  -0.0001
H4 2.219 1.212 -3.400  -0.0002
H5 -2.450 1.353 -3.206  -0.0002
H6 -2.232 2.690 -2.090  -0.0007
C5 -1.735 2.517 3.606  -0.0002
C6 -2.119 2.152 2.175  0.0011
C7 -3.146 1.032 2.226  -0.0001
C8 -2.649 3.356 1.416  0.0011
O4 -0.840 1.710 1.528  0.0082
Ge1 0.645 3.089 1.608  0.0063
O5 0.338 3.264 -0.210  0.0179
C9 0.725 4.424 -0.992  0.0016
C10 0.899 5.633 -0.079  0.0010
C11 -0.374 4.698 -2.006  0.0001
C12 2.039 4.110 -1.697  0.0000
O6 1.506 1.413 1.071  0.0121
C13 2.467 0.791 1.995  0.0014
C14 1.728 -0.200 2.871  0.0002
C15 3.529 0.117 1.148  0.0001
C16 3.122 1.874 2.843  -0.0005
H7 -2.632 2.812 4.149  -0.0001
H8 -1.298 1.656 4.114  0.0000
H9 -1.036 3.353 3.659  0.0002
H10 -3.883 1.301 2.984  0.0000
H11 -3.674 0.887 1.291  0.0000
H12 -2.686 0.094 2.530  0.0000
H13 -3.581 3.687 1.875  0.0002
H14 -1.949 4.195 1.441  0.0003
H15 -2.864 3.106 0.376  0.0001
H16 -0.015 5.830 0.487  0.0002
H17 1.725 5.500 0.623  0.0000
H18 1.118 6.517 -0.678  0.0003
H19 -1.328 4.852 -1.498  0.0000
H20 -0.143 5.600 -2.574  0.0001
H21 -0.470 3.878 -2.717  0.0000
H22 2.810 3.833 -0.972  0.0001
H23 1.904 3.302 -2.419  0.0000
H24 2.398 4.977 -2.252  0.0000
H25 1.255 -0.972 2.262  -0.0002
H26 2.416 -0.686 3.565  0.0000
H27 0.956 0.306 3.452  0.0001
H28 3.094 -0.693 0.570  0.0000
H29 4.010 0.837 0.482  0.0001
H30 4.300 -0.319 1.783  0.0000
H31 2.430 2.320 3.557  -0.0001
H32 3.934 1.425 3.416  -0.0001
H33 3.551 2.663 2.220  0.0000
C17 -0.094 -2.555 -3.733  -0.0005
Si1 -1.218 -2.635 -2.222  -0.0015
C18 -1.747 -4.419 -1.969  -0.0003
C19 -2.787 -1.727 -2.685  0.0005
Si2 -0.090 -1.836 -0.255  -0.0069
Si3 -1.435 -2.755 1.490  -0.0004
C20 -1.086 -4.596 1.605  -0.0005
C21 -3.248 -2.501 1.096  0.0010
C22 -1.049 -2.055 3.192  -0.0002
Si4 1.960 -3.070 -0.330  -0.0009
C23 1.593 -4.778 -1.014  -0.0017
C24 2.734 -3.370 1.359  0.0001
C25 3.265 -2.383 -1.524  0.0014
H34 -0.512 -3.208 -4.504  -0.0001
H35 0.929 -2.887 -3.550  0.0000
H36 -0.071 -1.550 -4.160  0.0000
H37 -2.172 -4.758 -2.919  -0.0001
H38 -2.534 -4.500 -1.218  0.0000
H39 -0.947 -5.105 -1.702  0.0000
H40 -3.289 -2.336 -3.443  0.0001
H41 -2.590 -0.760 -3.146  0.0000
H42 -3.482 -1.594 -1.857  0.0002
H43 -1.319 -5.133 0.687  0.0000
H44 -1.717 -5.008 2.399  -0.0001
H45 -0.049 -4.805 1.873  0.0000
H46 -3.543 -3.046 0.198  0.0000
H47 -3.500 -1.452 0.943  0.0002
H48 -3.850 -2.884 1.925  0.0003
H49 -0.083 -2.413 3.555  0.0000
H50 -1.812 -2.410 3.890  0.0000
H51 -1.039 -0.966 3.232  0.0000
H52 0.871 -5.325 -0.408  0.0000
H53 2.531 -5.341 -0.999  -0.0003
H54 1.237 -4.760 -2.044  0.0000
H55 1.998 -3.795 2.045  0.0000
H56 3.159 -2.490 1.836  0.0000
H57 3.535 -4.105 1.246  0.0000
H58 2.848 -2.212 -2.519  0.0000
H59 4.026 -3.160 -1.639  0.0003
H60 3.804 -1.486 -1.214  0.0001